# 1
Density functional theory data (ωB97M-V/def2-TZVPD) for a molecular structure, C24H38BrMoN13O2S2SbSi3.

Each line ends with the Mulliken spin population.
Cartesian coordinates (Å):
Mo1 0.100 -1.437 0.819  2.14
N1 -2.893 -1.594 2.875  0.03
C1 -1.904 -0.711 3.201  0.04
N2 -1.857 -0.044 4.331  -0.01
N3 -0.736 0.702 4.237  0.03
N4 -0.137 0.492 3.123  -0.01
N5 -0.867 -0.424 2.409  -0.09
C2 -2.748 -2.477 1.843  0.01
N6 -3.615 -3.404 1.540  -0.01
N7 -3.065 -4.051 0.478  0.02
N8 -1.931 -3.561 0.175  -0.01
N9 -1.664 -2.514 1.044  0.02
H1 -3.696 -1.674 3.478  0.00
N10 -0.454 -3.134 3.965  0.01
C3 0.755 -2.586 3.789  0.02
N11 1.186 -2.089 2.644  0.01
C4 2.508 -1.648 2.764  0.04
C5 3.034 -1.736 3.991  -0.01
S1 1.897 -2.457 5.072  0.00
C6 3.123 -1.229 1.512  0.00
C7 4.419 -1.158 1.183  0.01
S2 4.582 -0.835 -0.503  0.00
C8 2.870 -0.848 -0.677  0.00
N12 2.226 -1.010 0.463  -0.10
N13 2.278 -0.638 -1.865  0.01
H2 -0.998 -3.402 3.159  0.00
H3 -0.704 -3.535 4.851  0.00
H4 4.016 -1.436 4.323  0.00
H5 5.285 -1.322 1.805  0.00
H6 2.835 -0.710 -2.700  0.00
H7 1.297 -0.864 -1.964  0.00
Br1 -3.051 -2.177 -2.949  0.00
C9 -1.576 -3.252 -3.428  0.00
C10 -1.712 -4.015 -4.577  0.00
C11 -0.681 -4.845 -4.991  0.00
C12 0.489 -4.934 -4.251  0.00
C13 0.614 -4.194 -3.090  0.00
C14 -0.406 -3.338 -2.670  -0.01
C15 -0.136 -2.577 -1.437  0.06
O1 0.722 -2.979 -0.587  -0.02
O2 -0.641 -1.416 -1.200  -0.06
H8 -2.634 -3.960 -5.140  0.00
H9 -0.800 -5.431 -5.893  0.00
H10 1.293 -5.585 -4.569  0.00
H11 1.504 -4.272 -2.480  0.00
C16 -3.329 0.643 -0.743  0.01
Si1 -2.523 1.978 0.264  0.00
C17 -2.694 3.647 -0.534  -0.01
C18 -3.232 2.088 1.970  0.00
Sb1 -0.010 1.322 0.109  -0.11
Si2 0.579 2.020 -2.361  -0.01
C19 0.097 0.682 -3.578  0.01
C20 2.413 2.423 -2.367  0.00
C21 -0.276 3.589 -2.885  -0.01
Si3 1.386 3.063 1.431  0.00
C22 1.224 4.597 0.383  -0.01
C23 3.150 2.479 1.439  0.00
C24 0.795 3.407 3.142  0.00
H12 -4.409 0.817 -0.831  0.00
H13 -3.181 -0.341 -0.285  0.00
H14 -2.906 0.598 -1.752  0.00
H15 -3.729 3.983 -0.404  0.00
H16 -2.483 3.616 -1.600  0.00
H17 -2.040 4.395 -0.073  0.00
H18 -4.011 2.857 1.948  0.00
H19 -2.509 2.368 2.738  0.00
H20 -3.696 1.147 2.268  0.00
H21 -0.521 -0.095 -3.125  -0.01
H22 0.972 0.210 -4.036  0.00
H23 -0.486 1.135 -4.385  0.00
H24 2.962 1.966 -1.545  0.00
H25 2.546 3.508 -2.304  0.00
H26 2.871 2.094 -3.308  0.00
H27 -1.294 3.410 -3.237  0.00
H28 0.303 3.985 -3.728  0.00
H29 -0.304 4.354 -2.107  0.00
H30 1.351 4.394 -0.682  0.00
H31 1.999 5.312 0.683  0.00
H32 0.251 5.076 0.531  0.00
H33 3.597 2.516 0.442  0.00
H34 3.236 1.460 1.827  0.00
H35 3.733 3.135 2.097  0.00
H36 -0.291 3.515 3.194  0.00
H37 1.252 4.348 3.468  0.00
H38 1.076 2.611 3.831  0.00

Cartesian forces, eV/Å:
Mo 0.4 0.5 -0.4
N -0.1 0.1 -0.1
C -0.1 0.0 0.0
N 0.1 0.3 0.1
N -0.1 -0.1 -0.2
N -0.2 -0.2 0.1
N 0.1 0.4 0.3
C 0.1 0.1 0.0
N -0.2 -0.3 -0.3
N 0.1 0.1 0.2
N -0.3 0.2 0.2
N -0.4 -0.7 0.0
H 0.0 0.0 0.0
N 0.1 -0.1 0.0
C -0.1 0.0 0.0
N 0.2 -0.2 -0.3
C -0.3 0.1 -0.3
C 0.2 0.0 0.2
S 0.0 0.0 0.1
C -0.5 -0.1 0.1
C 0.3 0.0 0.0
S 0.1 0.0 -0.1
C 0.0 0.1 0.2
N 0.4 -0.1 0.0
N 0.0 -0.2 0.0
H 0.1 0.0 0.0
H 0.0 0.0 0.0
H -0.1 0.0 0.0
H -0.1 0.0 0.0
H 0.0 0.0 0.0
H 0.0 0.1 0.0
Br 0.0 0.0 0.0
C 0.0 0.0 0.0
C 0.0 0.0 -0.1
C 0.0 0.0 0.0
C 0.0 0.0 0.0
C 0.0 -0.1 0.0
C 0.1 0.0 0.1
C 0.1 0.1 0.1
O -0.4 0.1 0.1
O 0.2 -0.4 0.0
H 0.0 0.0 0.0
H 0.0 0.0 0.0
H 0.0 0.0 0.0
H 0.0 0.0 0.0
C -0.1 -0.1 -0.1
Si 0.1 -0.1 -0.2
C 0.0 0.2 -0.1
C 0.1 -0.1 0.3
Sb -0.2 0.3 0.0
Si 0.2 -0.1 0.1
C 0.0 -0.2 -0.2
C 0.2 0.1 0.0
C -0.2 0.2 0.1
Si 0.0 -0.1 -0.1
C -0.1 0.1 -0.1
C 0.2 -0.1 0.0
C -0.2 0.0 0.2
H 0.1 0.0 0.0
H 0.0 0.1 -0.1
H -0.1 0.0 0.1
H 0.1 0.0 0.0
H -0.1 0.1 0.1
H -0.1 0.0 0.0
H 0.0 -0.1 0.0
H 0.0 0.0 0.0
H 0.0 0.0 0.0
H 0.0 0.0 -0.1
H -0.1 0.1 0.0
H 0.1 0.0 0.0
H 0.0 0.0 -0.1
H 0.0 -0.1 0.0
H -0.1 0.0 0.1
H 0.1 0.0 0.0
H 0.0 0.0 0.0
H 0.0 0.0 -0.1
H 0.0 0.1 0.1
H -0.1 0.0 0.0
H 0.1 0.0 0.0
H 0.0 0.0 0.1
H 0.0 0.1 0.0
H 0.0 -0.1 -0.1
H 0.1 0.0 0.0
H 0.0 0.0 0.0
H 0.0 0.1 0.0

The calculated total energy comes out at -172709.53399 eV. The calculation puts the LUMO energy (spin up / spin down) at -0.1387 / -0.1289 Eh. Its spin multiplicity is 3. Its net charge is +1. For the HOMO energy (spin up / spin down), the calculation gives -10.974 / -11.162 eV. The largest force on an atom is 0.78 eV Å⁻¹.



# 2
Density functional theory data (ωB97M-V/def2-TZVPD) for a molecular structure, C24H38ClErN5O4.

Each line ends with the Mulliken spin population.
Cartesian coordinates (Å):
Er1 1.012 -2.697 -0.967  3.03
C1 -2.823 -5.553 -0.222  0.00
N1 -1.770 -5.323 0.794  0.00
C2 -1.986 -5.979 2.104  0.00
C3 -0.770 -4.540 0.582  0.00
O1 -0.600 -3.893 -0.527  -0.01
C4 0.279 -4.353 1.666  0.00
O2 1.169 -3.261 1.299  0.00
C5 2.561 -3.472 1.655  0.00
C6 3.297 -4.054 0.448  0.00
O3 2.697 -3.923 -0.689  -0.01
N2 4.448 -4.617 0.581  0.00
C7 5.158 -5.217 -0.571  0.00
C8 5.155 -4.700 1.877  0.00
H1 -2.915 -6.624 -0.383  0.00
H2 -2.575 -5.064 -1.153  0.00
H3 -3.767 -5.167 0.158  0.00
H4 -2.615 -6.849 1.947  0.00
H5 -2.496 -5.297 2.784  0.00
H6 -1.050 -6.316 2.544  0.00
H7 0.846 -5.280 1.767  0.00
H8 -0.192 -4.108 2.614  0.00
H9 2.637 -4.112 2.529  0.00
H10 2.972 -2.496 1.908  0.00
H11 4.492 -5.329 -1.415  0.00
H12 5.531 -6.191 -0.263  0.00
H13 6.002 -4.586 -0.845  0.00
H14 4.836 -3.921 2.563  0.00
H15 6.216 -4.565 1.687  0.00
H16 5.006 -5.682 2.324  0.00
C9 -0.295 1.594 2.069  0.00
C10 -0.821 2.988 1.673  0.00
C11 0.345 3.984 1.751  0.00
C12 -1.866 3.383 2.730  0.00
C13 -1.475 2.988 0.237  0.00
O4 -2.295 1.819 0.054  0.00
C14 -2.318 4.252 -0.005  0.00
C15 -3.040 4.356 -1.355  0.00
C16 -2.186 4.778 -2.534  0.00
C17 -2.223 4.063 -3.724  0.00
C18 -1.449 4.435 -4.816  0.00
C19 -0.622 5.538 -4.720  0.00
Cl1 0.350 6.004 -6.068  0.00
C20 -0.577 6.275 -3.549  0.00
C21 -1.358 5.894 -2.468  0.00
C22 -0.458 2.910 -0.916  0.00
N3 0.270 1.629 -0.995  0.00
C23 -0.225 0.428 -1.187  0.00
N4 0.787 -0.464 -1.192  0.00
C24 1.907 0.334 -0.997  0.00
N5 1.620 1.590 -0.874  0.00
H17 -0.029 1.603 3.128  0.00
H18 0.613 1.323 1.523  0.00
H19 -1.052 0.821 1.920  0.00
H20 0.625 4.131 2.796  0.00
H21 0.077 4.965 1.353  0.00
H22 1.235 3.627 1.226  0.00
H23 -1.449 3.224 3.726  0.00
H24 -2.781 2.782 2.665  0.00
H25 -2.140 4.435 2.661  0.00
H26 -3.096 1.925 0.580  0.00
H27 -1.690 5.132 0.149  0.00
H28 -3.079 4.279 0.775  0.00
H29 -3.843 5.085 -1.230  0.00
H30 -3.529 3.406 -1.583  0.00
H31 -2.885 3.206 -3.811  0.00
H32 -1.493 3.880 -5.745  0.00
H33 0.060 7.149 -3.492  0.00
H34 -1.328 6.497 -1.565  0.00
H35 0.296 3.683 -0.834  0.00
H36 -0.980 3.039 -1.860  0.00
H37 -1.278 0.228 -1.303  0.00
H38 2.923 -0.029 -0.986  0.00

Cartesian forces, eV/Å:
Er -0.1 0.5 -0.8
C 0.0 -0.1 0.1
N -0.3 -0.1 0.0
C 0.0 0.0 0.0
C 0.0 0.2 -0.1
O -0.6 -0.6 0.5
C 0.0 0.2 0.0
O 0.2 -0.4 -0.3
C -0.2 0.0 0.0
C -0.1 0.0 -0.1
O 0.7 0.0 0.4
N 0.2 -0.1 -0.1
C 0.1 0.0 0.1
C 0.0 0.0 0.0
H 0.0 0.0 0.0
H 0.1 0.1 0.0
H 0.0 0.0 0.1
H 0.0 0.0 0.0
H 0.0 0.0 0.0
H 0.0 0.0 -0.1
H 0.1 0.0 0.0
H 0.0 0.0 0.1
H -0.1 0.0 0.1
H 0.0 0.1 0.1
H -0.1 0.0 0.0
H 0.0 0.0 0.0
H 0.0 0.0 0.1
H 0.0 0.0 0.0
H 0.0 0.0 0.0
H 0.0 0.0 0.0
C 0.0 0.0 -0.1
C 0.0 -0.1 0.0
C 0.0 0.0 0.0
C 0.0 0.0 0.0
C 0.2 -0.1 0.0
O 0.0 0.0 0.1
C 0.0 0.0 0.0
C 0.1 0.1 0.0
C -0.1 0.1 0.1
C 0.0 -0.1 -0.2
C -0.1 -0.2 0.0
C 0.0 0.0 0.0
Cl 0.0 0.0 0.0
C 0.0 0.1 0.2
C 0.1 0.1 0.0
C -0.1 -0.1 0.2
N -0.1 0.2 0.1
C 0.1 0.1 0.0
N 0.3 0.1 0.1
C -0.2 0.0 -0.1
N -0.2 0.0 0.0
H 0.0 0.0 -0.1
H 0.0 0.0 0.0
H 0.0 0.0 0.0
H 0.0 0.0 0.0
H 0.0 0.0 0.0
H 0.0 0.0 0.0
H 0.0 0.0 -0.1
H 0.1 0.0 0.0
H 0.0 0.0 0.0
H 0.0 0.0 0.0
H -0.1 0.0 0.0
H 0.0 0.0 0.0
H 0.0 0.0 0.0
H 0.0 0.0 0.0
H 0.0 0.0 0.0
H 0.0 0.0 0.0
H 0.0 0.0 0.0
H 0.0 0.0 -0.1
H 0.1 0.0 0.0
H 0.1 -0.1 0.0
H 0.0 0.0 0.0
H 0.1 0.0 0.0

The calculated total energy comes out at -81266.61413 eV. The calculation puts the LUMO energy (spin up / spin down) at -0.3558 / -0.3518 Eh. Its spin multiplicity is 4. Its net charge is +3. For the HOMO energy (spin up / spin down), the calculation gives -13.931 / -13.931 eV. The largest force on an atom is 0.98 eV Å⁻¹.



# 3
Density functional theory data (ωB97M-V/def2-TZVPD) for 2 unconnected molecules or ions with the total composition C24H38IN3O5P2.

Each line ends with the Mulliken charge.
Cartesian coordinates (Å):
C1 3.172 1.334 2.176  -0.98
C2 4.384 0.246 1.961  -0.19
I1 6.260 1.445 1.887  -0.08
C3 4.313 -0.541 0.492  -1.05
C4 2.749 -0.873 0.083  -0.30
C5 1.864 0.249 -0.788  0.07
C6 0.266 -0.052 -1.180  -0.04
C7 -0.475 -1.474 -0.703  -0.08
C8 -2.067 -1.715 -1.067  -0.80
C9 -2.982 -0.911 0.078  -0.18
C10 -4.511 -1.478 -0.085  -0.87
C11 -5.178 -2.021 1.346  -0.32
C12 -5.623 -0.806 2.357  -0.38
N1 -4.856 -0.910 3.661  -0.65
C13 0.455 -2.553 0.160  0.52
P1 -0.464 -4.175 0.722  -0.03
N2 -0.760 -5.109 -0.777  -0.71
O1 -1.983 -3.729 1.472  -0.49
C14 2.033 -2.304 0.570  0.09
P2 3.127 -3.486 1.595  0.36
C15 2.801 -5.327 1.215  -0.90
C16 3.109 -3.091 3.463  -1.00
C17 -0.551 1.141 -2.021  -0.26
O2 -1.462 0.906 -2.968  -0.66
C18 -0.083 2.693 -1.610  0.59
C19 -1.096 3.983 -1.558  -0.39
C20 -0.777 5.003 -0.273  -0.52
N3 -0.696 4.285 1.056  -0.61
C21 1.359 2.970 -1.227  -0.19
C22 2.456 1.708 -1.276  0.06
O3 3.685 1.950 -1.734  -0.69
H1 3.183 2.239 1.432  0.26
H2 2.103 0.838 2.203  0.24
H3 3.343 1.802 3.261  0.41
H4 4.403 -0.492 2.874  0.39
H5 4.987 -1.504 0.620  0.32
H6 4.875 0.156 -0.263  0.63
H7 -2.357 -1.410 -2.168  0.37
H8 -2.405 -2.855 -0.961  0.16
H9 -2.846 0.231 -0.151  0.33
H10 -2.531 -1.148 1.157  0.29
H11 -5.228 -0.611 -0.453  0.33
H12 -4.606 -2.406 -0.830  0.29
H13 -6.175 -2.595 1.056  0.29
H14 -4.491 -2.826 1.884  0.13
H15 -5.513 0.224 1.805  0.28
H16 -6.773 -0.907 2.644  0.25
H17 -5.368 -0.346 4.399  0.24
H18 -4.898 -1.910 4.022  0.23
H19 -1.080 -4.476 -1.568  0.32
H20 0.185 -5.459 -1.120  0.35
H21 -2.768 -4.008 0.880  0.32
H22 2.589 -5.569 0.075  0.20
H23 1.839 -5.730 1.795  0.30
H24 3.706 -5.969 1.655  0.33
H25 2.526 -2.084 3.727  0.27
H26 2.764 -3.990 4.143  0.35
H27 4.242 -2.870 3.769  0.27
H28 -2.215 3.616 -1.509  0.25
H29 -0.929 4.667 -2.522  0.19
H30 -1.675 5.750 -0.211  0.28
H31 0.205 5.626 -0.420  0.24
H32 0.219 4.433 1.536  0.29
H33 -0.955 3.275 0.985  0.26
H34 1.756 4.022 -0.903  -0.01
O4 1.602 3.274 -6.372  -0.72
C23 1.699 4.448 -5.732  -0.46
C24 1.155 4.283 -4.235  0.50
O5 1.241 5.461 -3.599  -0.73
H35 1.141 5.300 -6.160  0.22
H36 2.709 4.883 -5.634  0.23
H37 1.723 3.440 -3.805  -0.08
H38 0.149 3.838 -4.331  0.05

Cartesian forces, eV/Å:
C 0.2 0.4 1.4
C -1.9 0.0 -0.8
I -0.7 -0.7 0.4
C 0.1 0.2 0.7
C -2.7 -0.9 -0.8
C -0.9 -1.6 0.7
C 0.5 -1.2 1.0
C 4.0 1.1 0.2
C 0.2 -0.3 1.1
C 0.7 -0.7 -0.8
C -0.8 0.1 1.0
C -0.7 -0.1 -0.6
C -1.0 -0.8 -0.1
N -1.1 -0.2 0.6
C -0.9 3.2 -1.6
P 1.5 0.6 0.7
N 0.2 1.7 -1.1
O -0.4 -1.2 -3.0
C -2.1 3.3 -1.8
P 0.9 1.1 -1.6
C -1.6 -1.8 1.2
C 0.2 0.4 1.7
C -1.2 0.2 -1.8
O 4.1 0.9 5.1
C 3.1 0.2 0.9
C 0.6 0.1 -0.2
C -0.3 -0.4 -0.4
N 0.2 0.1 -0.3
C -2.1 -3.3 -0.5
C 1.6 1.6 -1.2
O -5.6 -1.6 2.8
H 0.1 -2.1 1.2
H 2.3 0.8 -0.3
H -0.3 -0.9 -2.3
H 0.2 1.5 -1.9
H -1.8 1.7 -0.4
H -1.7 -1.3 1.1
H 0.9 -0.2 2.4
H 1.1 2.3 -0.2
H -0.6 -2.2 0.5
H -1.1 0.4 -2.4
H 1.4 -1.9 0.5
H 0.5 2.2 1.4
H 2.0 1.1 0.5
H -1.2 1.9 -1.0
H 0.2 -1.9 1.3
H 2.1 0.1 -1.1
H 0.9 -0.8 -1.2
H 0.0 1.7 -0.9
H 0.5 -0.9 1.1
H -1.5 0.6 0.9
H 1.8 0.8 1.3
H 0.8 0.8 2.4
H 1.9 0.8 -1.3
H -1.7 1.5 -1.3
H 1.0 -2.4 -0.7
H 0.4 1.8 -1.3
H -2.4 -0.6 -0.8
H 2.2 0.7 -0.1
H -0.3 -1.6 1.9
H 1.6 -1.2 -0.3
H -1.9 -1.3 -0.1
H -1.2 -0.6 -0.9
H 0.8 1.3 0.0
H -0.8 -2.2 -1.0
O 0.2 1.3 0.5
C 0.4 -1.0 -2.4
C -0.3 0.5 2.3
O -0.3 -1.1 -0.2
H -0.7 -0.1 0.0
H 0.4 -0.5 0.4
H 0.5 0.3 -0.2
H -0.3 0.4 -0.4

The calculated total energy comes out at -66869.03250 eV. The calculation puts the LUMO energy at 0.1122 Eh. Its net charge is -2. For the HOMO energy, the calculation gives 0.458 eV. The largest force on an atom is 6.62 eV Å⁻¹.



Which formula does entry 1 have?
C24H38BrMoN13O2S2SbSi3



Which formula does entry 2 have?
C24H38ClErN5O4